1.
25
Properties=species:S:1:pos:R:3:forces:R:3 method="wB97M-V/def2-TZVPD" total_charge=-1 e_homo_ha=-0.1843 relative_energy_kj_mol=219.6 lumo_energy_ev=3.526 homo_lumo_gap_ev=8.5 spin_multiplicity=1
C 2.3099 -1.7291 -1.5088 -1.16 0.79 -0.95
C 1.5820 -2.6649 -0.7893 -0.72 0.64 -0.44
C 1.8498 -0.4229 -1.6909 -2.27 -0.77 2.50
C 0.4432 -2.2459 -0.0978 0.49 -0.72 0.95
C 0.6530 -0.0636 -1.0273 0.60 1.11 -1.23
C 0.0653 -0.9333 -0.1418 -2.54 3.46 1.04
C -0.0503 1.3235 -1.2102 2.32 -0.60 -1.29
C -1.4483 1.2180 -0.6447 -0.44 -0.54 1.31
C -1.1972 0.3893 0.6437 0.68 -2.36 -2.84
N -2.4318 -0.2415 1.0723 3.27 -1.37 -1.03
O 1.1203 1.9772 1.3610 -1.90 -1.07 0.56
O -1.2957 2.7609 2.0121 1.05 -2.15 -0.60
O -0.2385 0.6144 3.1021 -1.19 0.44 -0.86
P -0.3190 1.6033 1.7451 0.76 1.81 1.95
H 2.9592 -1.9509 -2.3031 1.68 -1.11 -0.29
H 1.7153 -3.7232 -0.8865 0.59 -0.38 0.07
H 2.3850 0.3194 -2.1963 0.77 0.75 -1.15
H -0.0540 -3.0040 0.4933 -0.31 0.16 0.17
H 0.6565 1.9335 -0.6048 -1.01 0.29 -0.32
H 0.0738 1.6476 -2.2827 -0.46 -0.27 0.93
H -1.8299 2.1488 -0.1401 0.13 -0.32 -1.32
H -2.2286 0.7063 -1.2981 1.08 0.67 0.67
H 0.6562 0.6066 3.3929 1.19 0.01 0.28
H -3.1465 0.3962 1.0610 -2.08 1.81 0.51
H -2.2295 -0.6657 1.9389 -0.50 -0.29 1.37


2.
25
Properties=species:S:1:pos:R:3:forces:R:3 method="wB97M-V/def2-TZVPD" total_charge=0 e_homo_ha=-0.3167 relative_energy_kj_mol=435.1 lumo_energy_ev=-0.367 homo_lumo_gap_ev=8.3 spin_multiplicity=1
C 1.5663 -0.4498 -1.0199 2.77 1.43 -0.78
C 0.9394 1.6865 -2.0368 2.19 1.54 -1.10
C 2.8623 -0.0131 -0.9940 0.75 -0.65 -0.82
C 2.2336 2.1762 -1.9830 -0.41 -2.77 1.12
C -0.0834 0.9945 1.4328 1.03 -1.07 0.69
C 0.6185 0.5354 -1.3480 -2.80 -2.44 1.28
C 3.1597 1.3587 -1.1920 -3.17 0.15 -1.11
C -2.9421 -1.1873 1.7069 -0.21 1.94 0.76
C -2.1644 0.1413 2.0198 0.05 1.26 0.94
N 0.6631 1.4412 0.4261 2.72 2.13 -0.48
O 0.2755 0.9199 2.5850 0.06 0.34 1.18
O 2.3047 3.3259 0.8345 0.08 1.98 -0.12
O -1.2153 0.5493 0.9751 -2.49 -1.59 -0.12
S 2.1664 1.9068 0.8370 -0.82 -1.58 0.44
H 1.4242 -1.4161 -0.6777 -1.08 -1.73 0.23
H 0.1361 2.2133 -2.4572 -0.76 0.82 -0.74
H 3.7513 -0.6638 -0.9133 -0.82 0.11 0.66
H 2.6452 3.0367 -2.4418 -0.26 0.96 -0.22
H -0.4464 0.1395 -1.3240 1.33 1.03 -0.19
H 4.1286 1.6962 -1.0787 1.92 0.61 0.24
H -2.5476 -1.5699 0.7713 0.18 -0.65 0.25
H -2.8749 -1.8203 2.6344 0.00 0.20 -1.42
H -4.0031 -0.9265 1.5126 0.54 -0.34 0.20
H -1.5537 0.0296 2.9700 -0.93 0.21 -1.23
H -2.7578 1.1229 2.0797 0.14 -1.88 0.35


3.
26
Properties=species:S:1:pos:R:3:forces:R:3 method="wB97M-V/def2-TZVPD" total_charge=-1 e_homo_ha="-0.1411 / -0.1411" relative_energy_kj_mol=475.3 lumo_energy_ev="3.405 / 3.405" homo_lumo_gap_ev="7.2 / 7.2" spin_multiplicity=1
C -3.1669 0.2369 0.6705 -1.15 -0.94 -0.21
C -2.7474 0.7362 -0.5032 0.95 0.68 -2.86
C -2.3499 -0.0286 1.7060 1.82 0.83 2.69
C -1.4277 1.1660 -0.6459 -0.47 -0.22 1.61
C -1.0444 0.4077 1.6758 1.53 0.40 0.31
C -0.6108 1.0156 0.4708 -0.12 -0.07 0.91
C 0.7842 1.2891 0.4766 4.18 -0.90 -0.29
C 3.5456 1.5995 0.7256 0.29 0.29 2.65
C -0.2317 -2.1172 -0.6753 -3.29 1.27 -1.97
N 1.3237 2.4427 0.5312 -2.56 -0.06 -0.20
O 2.4388 -1.4427 -0.8183 1.04 0.52 -1.57
O 2.5594 -1.3494 1.7538 0.15 0.20 1.24
O 2.6570 2.7398 0.5264 1.30 -1.72 -0.19
O 0.4579 -2.0178 0.5031 0.54 0.12 1.82
P 1.8506 -1.2045 0.4916 -1.28 0.71 0.01
H -4.1466 -0.0723 0.8155 -1.92 -0.53 -0.20
H -3.3360 0.6695 -1.4313 -0.23 0.45 0.72
H -2.7406 -0.3989 2.6399 -0.21 -0.35 0.06
H -1.0498 1.6822 -1.4957 0.20 0.00 -0.73
H -0.2224 0.3737 2.5274 -2.15 -0.34 -1.77
H 3.2110 0.6772 0.2697 -0.13 0.30 -0.22
H 3.5963 1.4003 1.9207 0.11 0.34 -2.82
H 4.5399 1.8384 0.2946 -0.65 0.22 0.46
H -0.4387 -3.2180 -0.9706 0.69 1.80 0.26
H 0.2692 -1.4488 -1.4576 -0.68 -1.59 0.57
H -1.2998 -1.5883 -0.5176 2.06 -1.38 -0.30


4.
22
Properties=species:S:1:pos:R:3:forces:R:3 method="wB97M-V/def2-TZVPD" total_charge=0 e_homo_ha=-0.3066 relative_energy_kj_mol=162.8 smiles="CC1=Nc2cc(C)ccc2[SiH2]1" lumo_energy_ev=0.244 homo_lumo_gap_ev=8.6 spin_multiplicity=1
C -1.2231 -2.1349 -0.6737 0.99 2.40 2.00
C -0.3944 -1.3444 -1.4731 -1.18 -0.20 -1.47
C -0.9183 -0.4892 1.1338 -0.28 0.62 0.42
C -1.4295 -1.6976 0.6610 0.22 -0.62 -0.57
C -0.0917 0.2399 0.2933 1.39 1.21 -0.76
C 0.1199 -0.1550 -1.0417 1.58 1.14 0.10
C 1.5252 2.0331 -0.0780 -4.53 -5.22 0.11
C -2.1604 -2.6077 1.6093 -2.06 1.26 -0.48
C 2.1809 3.2519 0.3322 2.15 0.70 2.16
N 0.6144 1.4012 0.7561 2.59 2.64 -1.98
Si 1.3893 1.0728 -1.9195 -0.52 0.77 2.39
H -1.7878 -2.9732 -0.9290 -0.31 -1.40 -0.98
H -0.2721 -1.4714 -2.5442 -0.09 -0.90 0.05
H -1.2326 -0.0479 2.1219 0.71 -0.79 -0.98
H -3.3073 -2.3701 1.5097 2.00 -0.96 0.30
H -1.8908 -3.6458 1.4610 -0.40 -0.20 -0.25
H -1.8532 -2.3463 2.6019 -0.09 0.08 0.71
H 3.2050 2.9245 0.9040 -2.29 0.94 -1.29
H 1.5052 3.7533 1.0896 1.02 -0.23 -0.83
H 2.4761 3.9111 -0.5172 -0.33 -0.46 0.73
H 2.6792 0.4864 -2.4793 -0.78 0.23 0.26
H 0.8657 2.2093 -2.8180 0.21 -1.02 0.35


5.
23
Properties=species:S:1:pos:R:3:forces:R:3 method="wB97M-V/def2-TZVPD" total_charge=0 e_homo_ha=-0.3034 relative_energy_kj_mol=475.3 smiles="C[C@@H]1CP(C=C=O)C[C@@H]1C=C=O" lumo_energy_ev=0.628 homo_lumo_gap_ev=8.9 spin_multiplicity=1
C 1.6518 -0.2618 0.3047 0.93 3.26 -0.88
C -0.0959 -0.5925 -2.3836 0.85 -0.44 -0.66
C 1.2691 -1.4698 0.1901 -0.27 -1.41 1.36
C -0.7584 -1.5507 -2.9836 -2.95 -2.85 -1.40
C 0.3837 1.5827 -0.8552 -0.54 1.48 -0.13
C -1.5027 -0.1694 0.1474 3.02 1.72 -0.48
C 0.7451 0.9549 0.5251 -0.88 -1.45 -3.00
C -0.6033 0.6590 1.1425 0.55 0.53 0.80
C -0.3627 -0.1006 2.4809 0.89 2.09 0.08
O 0.9985 -2.5743 0.3542 -0.50 -1.53 -0.56
O -1.5220 -2.3786 -3.4306 3.10 3.01 1.52
P -1.1112 0.6443 -1.5098 0.01 0.58 0.15
H 2.5877 -0.0898 -0.2353 -0.03 0.09 0.33
H 1.0032 -0.4554 -2.5164 -1.22 -0.40 0.07
H 0.1215 2.7546 -0.8115 0.80 -2.66 0.00
H 1.2077 1.3588 -1.5396 -0.18 0.81 -0.10
H -1.1059 -1.1993 0.0705 -1.10 0.35 0.45
H -2.4989 0.0652 0.3985 -1.36 -0.76 0.20
H 1.2569 1.7088 1.0150 1.18 1.16 1.61
H -0.8719 1.7837 1.2674 -0.92 -2.07 0.18
H -0.8255 -1.0694 2.4818 -0.06 -0.41 0.20
H -0.7277 0.5392 3.2998 -0.03 -0.63 -0.01
H 0.7609 -0.1397 2.5876 -1.28 -0.49 0.27


6.
23
Properties=species:S:1:pos:R:3:forces:R:3 method="wB97M-V/def2-TZVPD" total_charge=-1 e_homo_ha=-0.1442 relative_energy_kj_mol=215.2 lumo_energy_ev=3.090 homo_lumo_gap_ev=7.0 spin_multiplicity=1
C -2.1515 -0.6258 1.0127 0.76 0.75 2.30
C 1.7916 1.2406 1.8768 -3.54 -3.17 -1.11
C 0.7039 1.3286 2.7802 1.21 -0.30 0.72
C 1.5142 0.5593 0.6441 -1.24 0.70 1.71
C -0.5577 0.6135 2.6285 3.79 1.74 -2.53
C 0.1954 0.1114 0.3875 1.96 0.09 0.99
C -0.7863 0.0393 1.3823 -1.20 -0.26 -0.20
O 3.1019 1.5030 2.1661 -0.41 1.09 0.14
H 3.2993 1.9179 1.3268 1.31 0.30 -0.11
H 1.0812 1.8743 3.6673 -1.12 -0.43 0.04
H 2.3628 0.3330 0.0161 -0.17 0.08 -0.58
H -1.3416 0.7335 3.2848 -1.36 0.04 1.72
H 0.0126 -0.3052 -0.5630 -0.45 -0.49 -0.96
H -2.7228 0.0915 0.4447 -0.28 -0.12 -0.41
H -2.7365 -0.9324 1.9351 0.70 0.57 -0.81
H -1.9628 -1.5161 0.4682 -0.03 -0.57 -0.91
C -0.2686 -2.2941 -3.4325 -0.50 1.69 -0.10
C -0.8834 -0.9092 -2.8598 -3.58 -1.61 -0.36
O -0.5351 0.1788 -3.3078 1.87 0.56 -0.57
O -1.9248 -1.0563 -2.1451 0.88 -0.61 0.54
H -0.8846 -2.7155 -4.2751 0.15 0.49 1.06
H -0.1798 -3.0325 -2.6014 0.45 0.56 -0.86
H 0.5905 -1.8337 -3.9282 0.79 -1.12 0.31


7.
23
Properties=species:S:1:pos:R:3:forces:R:3 method="wB97M-V/def2-TZVPD" total_charge=-1 e_homo_ha=-0.1342 relative_energy_kj_mol=58.7 lumo_energy_ev=3.554 homo_lumo_gap_ev=7.2 spin_multiplicity=1
C -3.5845 -3.2910 0.4400 0.36 0.35 -1.31
C -2.3481 -2.5672 -0.1528 0.42 -1.88 0.41
O -1.2420 -3.1406 0.2761 -1.00 0.93 -0.04
O -2.4240 -1.6325 -0.9219 -0.30 0.41 -0.09
H -4.3128 -3.5784 -0.3209 0.01 0.43 -0.29
H -4.0552 -2.5395 1.0720 -0.08 -0.55 0.58
H -3.2334 -4.2398 0.8301 -0.15 0.28 0.92
C 1.9863 3.7360 -0.3379 -0.76 -0.23 0.92
C 0.9055 -0.4611 0.1849 0.12 0.52 0.63
C 0.0135 0.4662 -0.3859 -0.06 -0.40 -1.17
C 2.1823 0.0448 0.5665 -0.95 -0.43 0.00
C 0.3753 1.7880 -0.5923 0.20 -0.40 -0.36
C 2.5132 1.3737 0.3817 0.32 -0.64 -0.54
C 1.6177 2.2586 -0.2147 0.68 1.06 0.09
O 0.6645 -1.7224 0.4062 0.14 -0.06 0.05
H -0.3849 -2.3329 0.3229 0.51 -0.01 -0.51
H -0.8302 0.0969 -0.9633 -0.25 -0.11 0.68
H 2.7765 -0.7505 1.0028 0.61 0.43 0.00
H -0.2780 2.3862 -1.2224 -0.04 0.24 0.31
H 3.5444 1.6885 0.5126 -0.04 0.14 0.44
H 2.0104 4.1351 0.6822 0.08 0.14 0.04
H 1.1532 4.2664 -0.8016 0.25 0.11 -0.38
H 2.9503 4.0154 -0.7642 -0.07 -0.35 -0.39


8.
23
Properties=species:S:1:pos:R:3:forces:R:3 method="wB97M-V/def2-TZVPD" total_charge=-1 e_homo_ha=-0.1147 relative_energy_kj_mol=74.9 lumo_energy_ev=3.574 homo_lumo_gap_ev=6.7 spin_multiplicity=1
C 1.8152 3.3475 -0.3480 -0.31 0.51 0.72
C 2.1308 -0.4674 -0.0443 0.38 1.08 -0.16
C 2.4284 0.8798 -0.2464 -0.31 -0.44 0.00
C 0.8448 -0.8642 0.4148 -0.52 -0.59 0.54
C 1.5244 1.9054 0.0068 0.21 0.54 -0.23
C -0.0471 0.2204 0.7212 -0.04 0.73 -0.40
C 0.2860 1.5586 0.5385 0.21 -0.81 -0.28
O 0.4617 -2.0688 0.5844 0.23 0.09 -0.20
H 2.9209 -1.1681 -0.2738 -0.22 -0.42 0.06
H 3.3977 1.1479 -0.6452 0.20 -0.01 -0.07
H -1.3899 -0.9278 -0.6934 0.31 -0.49 -0.07
H -1.0739 -0.0077 0.9996 0.16 -0.12 0.42
H 1.7234 3.9645 0.5591 -0.04 0.05 -0.13
H 1.0884 3.7644 -1.0585 0.12 -0.17 -0.01
H -0.4372 2.3249 0.7773 -0.17 0.17 -0.03
H 2.8119 3.5749 -0.7282 0.07 -0.45 -0.13
C -2.5621 -2.6683 0.5334 0.12 -0.35 0.47
C -2.8786 -2.1546 -0.8371 0.28 -0.02 0.04
O -3.8274 -2.4968 -1.4959 -0.14 -0.04 -0.03
O -1.9323 -1.3689 -1.3728 -0.44 0.52 -0.15
H -2.0383 -1.9644 1.1747 0.03 0.12 -0.15
H -1.8222 -3.4589 0.3690 -0.06 0.04 0.13
H -3.4246 -3.0725 1.0649 -0.09 0.04 -0.35